Formula: C16H47Hg2O12S
Source: OMol25
Level of theory: ωB97M-V with the def2-TZVPD basis set

```
78
C16H47Hg2O12S | OMol25 | ωB97M-V with the def2-TZVPD basis set
Hg 1.1736 -3.7823 0.3776
Hg -1.8355 -2.4917 1.4267
C -0.5219 -0.4085 -1.1846
C 0.2385 -0.4967 0.1135
O 0.1728 -1.7669 0.7541
H -0.9433 0.5753 -1.3898
H -1.4300 -1.0212 -1.0785
H -0.0076 -0.8340 -2.0414
H -0.0257 0.2822 0.8321
H 1.2910 -0.3453 -0.1759
S -1.4990 -4.4721 -1.2313
O -2.0159 -4.5194 -2.5677
O -2.1355 -3.2716 -0.5266
O -1.6879 -5.6463 -0.4051
O 0.0024 -4.1645 -1.3242
C -5.3801 0.1529 -2.4198
C -4.3882 -0.9551 -2.7067
O -4.2951 -1.7851 -1.5052
H -4.9085 0.9356 -1.8163
H -6.2392 -0.1970 -1.8510
H -5.6930 0.6226 -3.3510
H -3.3875 -0.5637 -2.9003
H -4.7248 -1.6089 -3.5099
H -3.6387 -2.4865 -1.6523
C 4.5196 2.8154 0.3513
C 3.6817 1.5626 0.1565
O 4.4206 0.3937 0.5516
H 5.0863 3.2121 -0.4821
H 5.1132 2.7418 1.2685
H 3.8746 3.6456 0.6894
H 3.4812 1.4522 -0.9161
H 2.6938 1.6288 0.6180
H 4.0689 0.0555 1.3806
C 2.8872 0.8697 3.7497
C 1.9252 -0.2413 3.3799
O 2.0328 -1.3954 4.2219
H 3.0599 1.5266 2.8964
H 3.8281 0.4063 4.0582
H 2.5592 1.4741 4.5942
H 2.0148 -0.5542 2.3341
H 0.8741 0.0816 3.4432
H 1.4263 -1.2865 4.9589
C 3.5316 -1.4945 -2.6218
C 3.8081 -2.3201 -1.3768
O 2.7804 -3.3348 -1.2186
H 2.5337 -1.0598 -2.5777
H 3.5627 -2.1487 -3.5028
H 4.3072 -0.7500 -2.7832
H 3.7637 -1.6459 -0.5228
H 4.7907 -2.7824 -1.4512
H 2.5206 -3.6612 -2.0916
C 1.4255 1.7352 -3.1100
C 0.6389 1.5013 -4.3745
O 0.6390 2.7012 -5.1471
H 1.5279 0.8219 -2.5332
H 0.9496 2.5589 -2.5703
H 2.4051 2.1679 -3.3298
H -0.4100 1.2401 -4.1460
H 0.9327 0.5910 -4.9157
H 0.7543 2.5104 -6.0808
C -4.6985 -0.0170 2.5773
C -3.9125 0.3090 1.3279
O -3.3337 -0.8827 0.7741
H -5.4419 -0.7979 2.3878
H -5.2066 0.8397 3.0175
H -4.0878 -0.4720 3.3722
H -3.1146 1.0094 1.5833
H -4.5482 0.7744 0.5767
H -3.6845 -1.0495 -0.1494
C -0.0590 3.1507 3.5758
C -1.3545 2.4375 3.2657
O -1.8670 1.8553 4.4459
H -0.2182 4.1334 4.0200
H 0.5435 3.4065 2.6986
H 0.5511 2.5170 4.2181
H -1.2079 1.7290 2.4386
H -2.0671 3.1816 2.8817
H -2.4229 1.1047 4.2217
```

The value obtained for the HOMO-LUMO gap is 0.2124 Ha. The net charge is +1. The HOMO energy comes out at -12.40 eV. The energy relative to the best compared isomer or geometry (same formula, charge and spin) comes out at 0.0000 eV.

Formula: C3H3N3O3
Source: OMol25
Level of theory: ωB97M-V with the def2-TZVPD basis set

```
12
C3H3N3O3 | OMol25 | ωB97M-V with the def2-TZVPD basis set
H -1.2355 -1.9329 0.2973
N -1.6842 -1.0238 0.3213
C -0.9020 -0.1086 0.0257
C -1.3152 1.3392 -0.0985
O -2.4039 1.7846 0.0073
O -0.1539 2.0461 -0.3762
N 0.9688 1.1593 -0.4867
N 0.4770 -0.1491 -0.2203
C 1.3569 -1.2177 -0.0139
O 2.5701 -1.1124 -0.0020
H 1.5341 1.3466 0.3321
H 0.7878 -2.1315 0.2138
```

The value obtained for the HOMO-LUMO gap is 0.3492 Ha. The HOMO energy comes out at -10.09 eV. The energy relative to the best compared isomer or geometry (same formula, charge and spin) comes out at 4.2249 eV.

Formula: C58H136N4O14
Source: OMol25
Level of theory: ωB97M-V with the def2-TZVPD basis set

```
212
C58H136N4O14 | OMol25 | ωB97M-V with the def2-TZVPD basis set
C -4.0901 -2.0051 -2.8806
C -4.1138 -3.5464 -3.2958
C -5.6087 -3.8594 -3.5336
C -3.3396 -3.7160 -4.5773
C -2.9212 -5.1736 -4.9003
C -2.2372 -5.7704 -3.6626
C -3.0568 -5.7558 -2.3655
C -4.1411 -6.7714 -2.3588
C -2.1144 -6.0730 -1.2117
N -3.5161 -4.3261 -2.2432
O -4.3079 -4.2569 -1.0452
H -4.7133 -1.5043 -3.6040
H -4.4605 -1.8556 -1.8342
H -3.0909 -1.5868 -2.9178
H -5.9068 -3.3716 -4.5421
H -5.8564 -4.8463 -3.8115
H -6.4061 -3.5340 -2.8572
H -3.9454 -3.3118 -5.4663
H -2.4108 -3.1386 -4.5343
H -3.8763 -5.7826 -5.1428
H -2.2361 -5.1754 -5.7655
H -1.2579 -5.3205 -3.4549
H -1.9652 -6.7637 -3.8867
H -4.8202 -6.8864 -3.2262
H -4.6777 -6.6060 -1.4678
H -3.6910 -7.8034 -2.2312
H -1.1122 -5.5172 -1.3157
H -1.8274 -7.1141 -1.3422
H -2.5610 -5.8944 -0.2173
H -3.7453 -3.8947 -0.3155
C -1.5276 5.7960 -3.1846
C -0.3128 6.4465 -2.4522
C -0.0276 7.8252 -3.1200
C -0.6576 6.3736 -0.9606
C 0.5545 6.6737 -0.1304
C 1.7121 5.7049 -0.3778
C 2.0882 5.5748 -1.8729
C 2.9380 6.8282 -2.3009
C 2.9662 4.3817 -2.0563
N 0.8497 5.4789 -2.6396
O 1.1794 5.4918 -4.0325
H -2.4507 6.1879 -2.7790
H -1.5191 5.9276 -4.2582
H -1.5245 4.6931 -3.0062
H -0.9310 8.4244 -3.2178
H 0.7300 8.4336 -2.5394
H 0.4813 7.5748 -4.0477
H -1.4651 7.0363 -0.7494
H -1.0259 5.3494 -0.7988
H 0.9384 7.6738 -0.4096
H 0.4569 6.5093 0.9258
H 1.4578 4.6346 -0.1139
H 2.5335 6.0060 0.2244
H 2.4839 7.7193 -1.7276
H 3.0508 7.1218 -3.3321
H 3.9141 6.7440 -1.8104
H 3.3905 4.3447 -3.0705
H 2.3793 3.4836 -1.7114
H 3.7487 4.5571 -1.4603
H 1.2984 4.5691 -4.2129
C -2.3379 2.0089 1.8528
C -1.1109 1.3803 1.1930
C -0.4689 2.3799 0.2133
C -0.0339 1.1035 2.2240
C -0.4022 -0.0406 3.1794
C -0.6785 -1.3059 2.3174
C -1.7808 -1.0599 1.2382
C -1.6643 -2.2393 0.2216
C -3.1242 -1.1105 1.9143
N -1.3633 0.1178 0.4764
O -2.4792 0.5575 -0.3373
H -3.0922 2.1723 1.0838
H -2.7779 1.3399 2.5579
H -2.0660 2.9690 2.3117
H -0.1371 3.2098 0.7943
H 0.4242 1.9817 -0.3559
H -1.1605 2.7147 -0.5800
H 0.8996 0.8834 1.6875
H 0.1087 1.9888 2.7703
H 0.3220 -0.1968 3.9456
H -1.3521 0.3183 3.7123
H -1.0220 -2.1554 2.9228
H 0.2672 -1.5835 1.7913
H -0.6974 -2.2229 -0.2522
H -2.5144 -2.1401 -0.4976
H -1.8142 -3.2069 0.7835
H -2.9981 -0.8610 2.9528
H -3.5356 -2.0659 1.8018
H -3.9162 -0.4708 1.5172
H -2.1803 0.2695 -1.2836
C 6.7507 5.7365 3.6591
C 6.5191 5.0631 2.2861
C 6.6470 6.1109 1.1791
C 7.5323 4.0082 2.0638
C 7.1266 2.5916 2.4523
C 5.7662 2.2956 2.0401
C 4.7065 3.2376 2.5672
C 3.3360 2.8745 1.9630
C 4.6445 3.1097 4.1435
N 5.1475 4.5299 2.0795
O 4.1630 5.5079 2.3494
H 6.9706 4.8911 4.3559
H 7.6482 6.3985 3.4791
H 5.8762 6.2235 3.9314
H 6.0722 6.9862 1.4028
H 7.6629 6.4868 1.2595
H 6.3184 5.6849 0.2682
H 7.6065 3.9125 1.0044
H 8.4792 4.3657 2.5646
H 7.8232 1.8760 2.0012
H 7.2463 2.3953 3.5142
H 5.6354 1.2485 2.3508
H 5.6681 2.2751 0.9776
H 3.0502 1.8642 2.2393
H 3.4432 2.9273 0.8970
H 2.5795 3.5783 2.2940
H 3.6641 3.0977 4.6117
H 5.2682 3.8721 4.6554
H 5.0628 2.1672 4.4271
H 3.9976 5.5591 3.3090
C 0.4248 3.5730 4.9964
C -0.0779 2.3639 5.7430
C 0.9649 1.5052 6.4226
O -1.1252 2.9076 6.6429
H 1.0290 4.2262 5.6482
H -0.3995 4.1941 4.7618
H 1.0461 3.3206 4.0867
H -0.6791 1.8166 4.9806
H 1.5912 1.0334 5.6022
H 0.4629 0.7757 7.0086
H 1.5100 2.0445 7.2095
H -1.9202 3.0688 6.0629
C 3.1867 0.8194 -1.0057
C 2.7327 -0.3491 -1.8826
C 2.3917 -1.6498 -1.1517
O 1.6170 -0.0253 -2.7631
H 4.1187 0.5324 -0.4539
H 2.3893 1.2944 -0.3084
H 3.4633 1.6431 -1.6651
H 3.5401 -0.6799 -2.5316
H 3.2245 -1.9544 -0.6028
H 2.1008 -2.4180 -1.8490
H 1.5548 -1.4952 -0.3951
H 1.5623 0.9217 -2.9314
C 3.2460 -0.4779 4.0905
C 3.0572 -1.3640 2.9215
C 4.3736 -1.3939 2.1239
O 2.7392 -2.6656 3.4151
H 4.1255 -0.8073 4.7060
H 2.4710 -0.6225 4.8116
H 3.2187 0.5633 3.8146
H 2.2770 -0.9438 2.2654
H 4.4127 -2.2189 1.3372
H 5.2779 -1.5904 2.7784
H 4.6215 -0.4997 1.5578
H 2.7911 -3.2643 2.6568
C -8.6039 -4.8969 1.5329
C -7.8291 -4.3595 0.3366
C -7.0155 -3.0912 0.6256
O -6.9578 -5.4689 0.0861
H -7.8412 -5.1138 2.2842
H -9.1309 -5.8642 1.2206
H -9.3867 -4.1888 1.9157
H -8.5564 -4.2067 -0.4480
H -7.5367 -2.1485 1.0312
H -6.3552 -2.9037 -0.2762
H -6.2201 -3.2954 1.3616
H -6.2481 -5.2683 -0.5624
C -5.0418 -5.0718 4.2757
C -3.9914 -4.9482 3.1046
C -2.7254 -5.7591 3.3285
O -4.4951 -5.4514 1.8663
H -5.3372 -6.1048 4.3003
H -5.9861 -4.5453 4.0487
H -4.5635 -4.8485 5.2432
H -3.6673 -3.9029 3.1134
H -2.8672 -6.8130 3.1272
H -2.2722 -5.5723 4.3064
H -2.0329 -5.4601 2.5603
H -5.3693 -5.1829 1.5384
C 1.4063 -2.9828 -6.2449
C 0.9583 -1.6422 -6.8736
C -0.5380 -1.3306 -6.5730
O 1.7562 -0.6481 -6.2491
H 1.2541 -3.0556 -5.1594
H 2.4637 -3.0701 -6.4349
H 0.8513 -3.8190 -6.5991
H 1.1580 -1.6985 -7.9547
H -0.7542 -1.1433 -5.4761
H -1.1807 -2.1519 -6.8717
H -0.8344 -0.3867 -7.1116
H 1.7095 -0.7716 -5.2767
O 0.0728 -6.8719 1.1438
C 1.4736 -6.9297 0.8498
C 2.1651 -5.6326 0.6164
O 1.9629 -4.6706 1.6932
H -0.2411 -6.4610 0.3551
H 1.9134 -7.4111 1.7007
H 1.6663 -7.5751 -0.0079
H 1.7556 -5.2435 -0.3576
H 3.2267 -5.8514 0.6077
H 1.0528 -4.7739 2.0433
O 0.3356 2.5917 -3.3833
C -0.7526 2.2883 -4.2778
C -1.8105 1.4722 -3.5590
O -1.3346 0.1733 -3.1492
H 0.2004 3.4579 -2.9340
H -1.1312 3.2106 -4.7234
H -0.3248 1.7321 -5.1996
H -2.6477 1.2398 -4.2712
H -2.1574 2.0487 -2.6614
H -0.3929 0.1739 -2.9384
```

The value obtained for the HOMO-LUMO gap is 0.3301 Ha. The HOMO energy comes out at -8.50 eV. The energy relative to the best compared isomer or geometry (same formula, charge and spin) comes out at 0.0000 eV.

Formula: C35H55Cl18N2O2
Source: OMol25
Level of theory: ωB97M-V with the def2-TZVPD basis set

```
112
C35H55Cl18N2O2 | OMol25 | ωB97M-V with the def2-TZVPD basis set
C 2.5547 -5.2722 0.4666
C 1.3259 -5.1390 1.3361
N 0.4984 -6.0698 1.5527
C 1.1183 -3.7958 2.0066
N 0.1364 -2.9377 1.3033
C -0.9773 -3.5213 0.8232
C -1.9348 -2.7960 0.1692
C -1.7522 -1.4297 0.0048
C -2.7401 -0.5311 -0.6862
O -2.4029 0.5715 -1.0237
O -3.9778 -0.9964 -0.9248
C -0.6154 -0.8408 0.5211
C 0.3339 -1.6059 1.1735
C 1.5623 -0.9606 1.7350
C 2.6886 -1.1669 0.7312
C 3.9381 -1.6359 1.1118
C 4.9191 -1.8574 0.1560
C 4.6999 -1.6007 -1.1894
C 5.7311 -1.8640 -2.2472
C 3.4491 -1.1052 -1.5542
C 2.4664 -0.8888 -0.6106
H 2.9166 -6.2939 0.5391
H 2.3533 -4.9711 -0.5585
H 3.3449 -4.6433 0.8726
H 0.7917 -6.9065 1.0495
H 0.7709 -3.9407 3.0284
H 2.0783 -3.3067 2.0832
H -1.1182 -4.5795 0.9685
H -2.8087 -3.2965 -0.2169
H -4.2749 -1.6244 -0.2463
H -0.4764 0.2250 0.4286
H 1.3788 0.0901 1.9233
H 1.8090 -1.4716 2.6591
H 4.1496 -1.8462 2.1594
H 5.8716 -2.2504 0.4868
H 6.7453 -1.8737 -1.8626
H 5.5154 -2.8336 -2.6981
H 5.6249 -1.1476 -3.0573
H 3.2220 -0.9001 -2.5913
H 1.5251 -0.4960 -0.9706
Cl -6.4137 3.2518 1.6083
C -5.9421 2.5474 0.0409
C -5.0302 3.4599 -0.7353
Cl -5.8932 4.9243 -1.2922
H -6.8496 2.3198 -0.5138
H -5.4209 1.6149 0.2532
H -4.6581 2.9428 -1.6187
H -4.1793 3.7655 -0.1369
Cl -0.0802 -3.2867 -2.7569
C -0.8728 -2.0415 -3.7680
C 0.0876 -1.3879 -4.7256
Cl 1.2938 -0.4022 -3.8633
H -1.3201 -1.3071 -3.1019
H -1.6661 -2.5378 -4.3237
H -0.4593 -0.7249 -5.3935
H 0.6250 -2.1173 -5.3268
Cl -1.9085 2.7696 1.4394
C -2.3870 4.3657 2.0949
C -1.3265 4.9280 3.0026
Cl -1.1763 3.9811 4.5096
H -3.3393 4.2434 2.6052
H -2.5347 5.0296 1.2444
H -1.5845 5.9463 3.2893
H -0.3553 4.9371 2.5127
Cl 5.7191 -4.6326 -5.0530
C 4.8421 -4.2391 -6.5541
C 4.7068 -2.7557 -6.7700
Cl 3.6160 -1.9869 -5.5820
H 3.8705 -4.7241 -6.5096
H 5.4097 -4.6728 -7.3751
H 4.2790 -2.5721 -7.7538
H 5.6678 -2.2523 -6.7110
Cl 1.8078 5.8329 1.4968
C 3.1713 4.9634 0.7471
C 2.7773 3.5815 0.2990
Cl 2.4000 2.5071 1.6737
H 3.9820 4.9423 1.4705
H 3.4936 5.5428 -0.1160
H 3.5981 3.1260 -0.2524
H 1.9003 3.6059 -0.3429
Cl 4.1637 -2.9735 6.5953
C 5.0869 -1.4549 6.4496
C 4.3100 -0.3968 5.7127
Cl 4.0942 -0.8177 3.9846
H 6.0262 -1.6798 5.9515
H 5.3027 -1.1119 7.4594
H 4.8463 0.5497 5.7436
H 3.3248 -0.2509 6.1472
Cl 4.1607 6.9476 5.7037
C 2.6490 6.3648 6.4496
C 1.5119 6.3154 5.4642
Cl 0.9914 7.9428 4.9521
H 2.4190 7.0123 7.2913
H 2.8465 5.3623 6.8255
H 0.6488 5.8372 5.9222
H 1.7845 5.7553 4.5725
Cl -5.3267 -3.2621 0.9377
C -6.4170 -3.3316 -0.4801
C -7.0794 -2.0055 -0.7362
Cl -8.2604 -1.5727 0.5197
H -7.1436 -4.1221 -0.3159
H -5.7999 -3.6015 -1.3356
H -7.6170 -2.0522 -1.6818
H -6.3477 -1.2024 -0.7964
Cl -7.3626 0.7537 -3.9877
C -6.9346 2.4494 -4.3184
C -7.9779 3.2054 -5.0949
Cl -8.1210 2.6164 -6.7702
H -5.9821 2.4324 -4.8417
H -6.7903 2.9195 -3.3471
H -7.6980 4.2558 -5.1460
H -8.9554 3.1282 -4.6264
```

The value obtained for the HOMO-LUMO gap is 0.2692 Ha. The net charge is +1. The HOMO energy comes out at -11.30 eV.

Which formula does entry 2 have?
C3H3N3O3